Record 1
The following is a DFT calculation (ωB97M-V/def2-TZVPD) of a structure of composition C15H13N3O2RbS4 at a distorted geometry.

Each line ends with the natural charge from an NBO analysis.
CARTESIAN COORDINATES (ANGSTROEM)
Rb1 -2.2824 -0.3392 -0.6742  0.87
O1 3.9630 -4.9464 -0.4293  -0.67
C1 4.3996 -3.6776 -0.5535  0.78
O2 5.5741 -3.4723 -0.7095  -0.58
C2 3.3628 -2.6050 -0.6696  -0.19
C3 3.8123 -1.3171 -0.9537  -0.17
C4 2.9183 -0.2711 -1.0601  -0.23
C5 1.5484 -0.4998 -0.8737  0.09
C6 1.0916 -1.7913 -0.6269  -0.15
C7 1.9990 -2.8332 -0.5178  -0.19
N1 0.5642 0.5228 -0.9285  -0.39
C8 0.8774 1.7536 -0.9254  0.11
C9 -0.1565 2.8132 -0.9483  0.13
C10 0.2468 4.1462 -0.9411  -0.23
C11 -0.7281 5.1331 -0.9383  -0.17
C12 -2.0583 4.7569 -0.9406  -0.25
C13 -2.3670 3.3985 -0.9430  0.06
N2 -1.4438 2.4493 -0.9437  -0.41
H1 3.0003 -4.9739 -0.4014  0.49
H2 4.8728 -1.1584 -1.0906  0.24
H3 3.2876 0.7151 -1.3004  0.20
H4 0.0350 -2.0381 -0.5345  0.26
H5 1.5650 -3.8064 -0.3118  0.21
H6 1.9011 2.1337 -0.8826  0.15
H7 1.2979 4.4037 -0.9326  0.21
H8 -0.4471 6.1786 -0.9292  0.21
H9 -2.8571 5.4855 -0.9373  0.22
H10 -3.3964 3.0535 -0.9363  0.22
S1 -5.5405 -0.2325 -0.4937  -0.77
S2 -5.1102 -2.2064 -1.1217  -0.15
S3 -3.9108 -3.1684 0.2822  -0.15
S4 -2.0054 -3.5938 -0.5614  -0.79
C14 -2.4229 -0.8216 4.5812  -0.72
C15 -2.1405 -0.3192 3.2476  0.33
N3 -1.9511 -0.0032 2.1633  -0.36
H11 -2.9154 -1.7882 4.4810  0.27
H12 -3.0842 -0.1383 5.1107  0.25
H13 -1.4996 -0.9420 5.1446  0.24

The energy above the lowest of the compared OMol25 structures with the same formula, charge and spin is 0.0 kcal per mole. The value obtained for the maximum force is 1.1 eV/A. As for the charge: -1. The calculation puts the highest occupied orbital energy at -2.6123 eV. Its total energy is -68330.552 eV. Its multiplicity is 1. For the frontier orbital gap, the calculation gives 3.70 eV.


Record 2
The following is a DFT calculation (ωB97M-V/def2-TZVPD) of a cluster of 11 separate species, H22O11 in total at a distorted geometry.

Each line ends with the natural charge from an NBO analysis.
CARTESIAN COORDINATES (ANGSTROEM)
O1 0.4498 -0.4410 -0.3021  -0.99
H1 1.2220 0.1379 -0.3887  0.50
H2 0.0996 -0.2469 0.5779  0.48
O2 2.1352 1.4614 -1.8812  -1.00
H3 2.4603 2.2127 -2.3933  0.49
H4 1.7059 0.8873 -2.5377  0.50
O3 -1.9049 1.0615 -1.8773  -0.93
H5 -1.3504 1.0346 -1.0845  0.48
H6 -2.0022 0.1422 -2.1380  0.44
O4 -0.6328 -3.1188 2.0845  -0.94
H7 -0.9183 -2.5904 2.8361  0.46
H8 -1.2606 -2.9057 1.3750  0.48
O5 0.5643 -0.3169 -3.4479  -0.96
H9 -0.0797 -0.4307 -2.7370  0.48
H10 0.0793 -0.5089 -4.2578  0.49
O6 1.5153 -0.6365 4.0156  -0.94
H11 0.6929 -0.9600 4.3955  0.45
H12 1.2426 -0.0883 3.2650  0.48
O7 1.6720 3.9059 -0.5056  -0.96
H13 1.4734 3.0337 -0.8837  0.48
H14 1.2391 3.9073 0.3548  0.47
O8 -2.4915 -1.9643 0.2110  -0.97
H15 -1.8360 -1.9755 -0.5019  0.50
H16 -3.2634 -2.4222 -0.1484  0.50
O9 3.4752 -1.2121 -2.4409  -0.94
H17 3.7509 -0.5637 -1.7837  0.47
H18 2.5178 -1.1169 -2.4930  0.47
O10 -2.7185 0.4520 1.6020  -0.98
H19 -2.6760 -0.4403 1.1927  0.50
H20 -3.4522 0.4011 2.2247  0.49
O11 -0.2423 1.2460 2.3797  -0.99
H21 -0.4163 1.2051 3.3260  0.47
H22 -1.0504 0.8504 1.9623  0.49

The energy above the lowest of the compared OMol25 structures with the same formula, charge and spin is 33.5 kcal per mole. The value obtained for the maximum force is 1.1 eV/A. As for the structure (SMILES): O.O.O.O.O.O.O.O.O.O.O. The calculation puts the highest occupied orbital energy at -10.9538 eV. Its total energy is -22880.063 eV. Its multiplicity is 1. For the frontier orbital gap, the calculation gives 10.33 eV.


Record 3
The following is a DFT calculation (ωB97M-V/def2-TZVPD) of a cluster of 2 separate species, C8H17N3 in total at a distorted geometry.

Each line ends with the natural charge from an NBO analysis.
CARTESIAN COORDINATES (ANGSTROEM)
C1 -2.6686 -0.3321 0.0613  -0.03
C2 -2.2321 -0.5871 -1.0550  -0.03
C3 -3.3184 -0.1186 1.3313  -0.67
C4 -1.5665 -0.7658 -2.3841  -0.70
C5 2.2672 2.8897 -0.5922  -0.61
C6 1.2320 -2.3658 0.1781  -0.49
C7 0.9444 -0.4265 2.0587  -0.45
C8 1.1580 1.7241 -0.7763  -0.27
N1 1.1336 -0.9761 -0.2647  -0.18
N2 1.0377 1.1275 0.4563  -0.20
N3 1.1587 -0.0877 0.6479  -0.10
H1 -2.5917 0.1273 2.0609  0.23
H2 -3.9540 -0.9033 1.5491  0.23
H3 -3.8981 0.7340 1.2555  0.23
H4 -1.4959 0.3165 -2.7133  0.25
H5 -2.0847 -1.4891 -3.1078  0.23
H6 -0.6328 -1.3285 -2.0962  0.26
H7 1.7638 3.8025 -0.7648  0.21
H8 2.7219 2.8276 0.4144  0.22
H9 3.0088 2.5334 -1.3069  0.21
H10 0.2713 -2.8553 0.2775  0.22
H11 1.7763 -2.8595 -0.6623  0.22
H12 1.7512 -2.5448 1.1128  0.19
H13 0.0599 -1.0978 2.0851  0.19
H14 1.8106 -0.9926 2.4594  0.19
H15 0.8647 0.6037 2.4648  0.25
H16 0.0847 2.0659 -1.0890  0.20
H17 1.3980 0.9783 -1.6007  0.20

The energy above the lowest of the compared OMol25 structures with the same formula, charge and spin is 55.7 kcal per mole. The value obtained for the maximum force is 8.1 eV/A. The calculation puts the highest occupied orbital energy (alpha / beta) at -5.2133 / -9.0900 eV. Its total energy is -13033.426 eV. Its multiplicity is 3. Its expectation value of S² is 2.01. For the frontier orbital gap (alpha / beta), the calculation gives 6.15 / 8.45 eV.